Record 1
DFT (wB97M-V/def2-TZVPD) results for 2 unconnected molecules or ions with the total composition C6H10O.

Each line ends with the natural charge from an NBO analysis.
Geometry (Å):
C -0.5224 -1.6911 1.2330  -0.434
C -0.3547 -0.3962 1.2775  -0.054
C -0.2000 0.8866 1.0430  0.249
C 1.1163 1.5980 0.9855  -0.647
O -1.2535 1.7381 0.8056  -0.681
H -0.4938 -2.1906 0.2620  0.211
H -0.6802 -2.3168 2.1072  0.209
H 1.2213 2.2993 1.8190  0.227
H 1.9434 0.8848 1.0093  0.228
H 1.1701 2.1765 0.0560  0.223
H -2.0606 1.2069 0.7732  0.484
C -0.1224 -1.3387 -2.0171  -0.418
C 0.1590 -0.0595 -1.7968  -0.376
H -1.1425 -1.6786 -2.1844  0.195
H 0.6542 -2.1011 -2.0078  0.196
H -0.6107 0.7096 -1.7651  0.198
H 1.1765 0.2728 -1.6001  0.192

Cartesian forces (eV/Å) of the 6 atoms listed first:
C 0.04 0.10 0.01
C -0.05 0.05 -0.11
C 0.25 -0.26 0.09
C 0.06 0.00 0.02
O -0.20 -0.11 0.03
H -0.02 0.04 0.18

## Properties
SMILES ... C=C=C(C)O.C=C
E ... -8428.7802 eV
Energy above the lowest of the compared OMol25 structures with the same formula, charge and spin ... 2.460 eV
LUMO level ... 0.89 eV

Record 2
DFT (wB97M-V/def2-TZVPD) results for a single C6H10O molecule at a distorted geometry.

Each line ends with the natural charge from an NBO analysis.
Geometry (Å):
C 1.6738 -0.5479 -0.4232  -0.614
C 0.8531 0.3651 0.4808  -0.216
C 0.1612 1.5301 -0.2112  -0.431
C -1.1977 0.7447 -0.1483  0.122
O -1.4631 -0.3879 -0.9955  -0.537
C -1.1462 -1.3132 0.0641  -0.062
C -0.5514 -0.1858 0.9156  -0.267
H 2.1946 -1.2912 0.1902  0.209
H 2.4315 0.0368 -0.9573  0.210
H 1.0802 -1.0761 -1.1769  0.214
H 1.5428 0.7931 1.2112  0.205
H -0.0228 2.3479 0.4983  0.205
H 0.8376 1.9645 -0.9613  0.214
H -2.1236 1.3078 0.0348  0.180
H -0.5045 -2.1312 -0.2839  0.178
H -2.0548 -1.7563 0.5035  0.174
H -0.8008 -0.1542 1.9774  0.216

Cartesian forces (eV/Å) of the 6 atoms listed first:
C 0.07 -0.02 0.00
C 0.23 -0.04 0.13
C 0.06 0.07 0.00
C 0.03 0.39 0.14
O 0.22 0.11 -0.21
C 0.16 -0.19 0.12

## Properties
SMILES ... C[C@H]1C[C@H]2OC[C@@H]12
E ... -8429.1956 eV
Energy above the lowest of the compared OMol25 structures with the same formula, charge and spin ... 2.045 eV
LUMO level ... 1.08 eV

Record 3
DFT (wB97M-V/def2-TZVPD) results for 2 unconnected molecules or ions with the total composition C6H10O.

Each line ends with the natural charge from an NBO analysis.
Geometry (Å):
C 0.4794 -1.6428 -0.3008  -0.542
C 1.3524 -0.6890 -0.0663  0.327
C 2.4005 0.2005 -0.4576  -0.145
O 2.0689 -0.1361 0.9317  -0.459
H -0.0467 -2.1447 0.5005  0.220
H 0.3373 -1.9443 -1.3274  0.221
H 3.2796 -0.2785 -0.8749  0.192
H 2.2697 1.2573 -0.6815  0.198
C -0.3192 1.4620 0.5415  -0.437
C -1.0980 0.7408 -0.2570  -0.151
C -2.2245 -0.1316 0.2159  -0.658
H 0.3940 2.1755 0.1405  0.191
H -0.3284 1.3290 1.6210  0.196
H -0.9791 0.8132 -1.3392  0.193
H -2.0423 -0.5602 1.2074  0.214
H -3.1047 0.5157 0.2907  0.225
H -2.4685 -0.9445 -0.4768  0.214

Cartesian forces (eV/Å) of the 6 atoms listed first:
C 0.41 -0.22 0.12
C 0.32 -0.68 -0.28
C 0.22 0.02 -0.31
O -0.11 -0.07 0.18
H 0.11 -0.04 -0.08
H -0.29 0.09 0.00

## Properties
SMILES ... C=C1CO1.C=CC
E ... -8428.0681 eV
Energy above the lowest of the compared OMol25 structures with the same formula, charge and spin ... 3.172 eV
LUMO level ... 1.06 eV

Record 4
DFT (wB97M-V/def2-TZVPD) results for a single C6H10O molecule.

Each line ends with the natural charge from an NBO analysis.
Geometry (Å):
C 2.1735 0.6000 0.2296  -0.618
C 0.7127 0.1577 0.2799  0.100
C -0.4794 0.7400 1.0786  -0.460
C -1.7030 -0.0682 0.6589  -0.179
C -1.7287 -0.7826 -0.4667  -0.227
C -0.5796 -0.7394 -1.4327  -0.098
O 0.3190 0.2724 -1.0851  -0.538
H 2.7743 0.3438 1.1046  0.208
H 2.3250 1.6482 -0.0413  0.213
H 2.5565 0.0046 -0.6069  0.225
H 0.7351 -0.9077 0.5598  0.159
H -0.6414 1.8025 0.8546  0.221
H -0.3637 0.6627 2.1684  0.212
H -2.5689 -0.0832 1.3203  0.207
H -2.5709 -1.4205 -0.7233  0.209
H -0.0460 -1.7077 -1.4455  0.167
H -0.9144 -0.5224 -2.4530  0.199

Cartesian forces (eV/Å) of the 6 atoms listed first:
C -0.02 0.10 0.13
C -0.19 -0.09 -0.03
C 0.28 0.01 0.04
C 0.04 -0.06 -0.18
C -0.03 0.11 0.18
C -0.21 -0.18 -0.10

## Properties
SMILES ... C[C@H]1CC=CCO1
E ... -8430.5468 eV
Energy above the lowest of the compared OMol25 structures with the same formula, charge and spin ... 0.694 eV
LUMO level ... 1.13 eV

Record 5
DFT (wB97M-V/def2-TZVPD) results for 2 unconnected molecules or ions with the total composition C6H10O.

Each line ends with the natural charge from an NBO analysis.
Geometry (Å):
C -1.6460 -0.2163 2.0150  -0.647
C -1.1504 0.8423 1.0752  -0.272
C 0.0032 0.8526 0.4109  0.118
O 0.9520 -0.1172 0.5034  -0.520
C 1.9122 -0.1838 -0.5438  0.054
C 1.5218 -0.3478 -1.9607  -0.188
C 1.9990 0.8173 -1.6278  -0.210
H -1.9664 0.2324 2.9632  0.214
H -0.8750 -0.9606 2.2298  0.223
H -2.5188 -0.7367 1.5995  0.214
H -1.7880 1.7089 0.9170  0.202
H 0.2564 1.6865 -0.2416  0.170
H 2.7930 -0.6702 -0.1261  0.182
H 1.1039 -0.9921 -2.7202  0.232
H 2.2521 1.8276 -1.9156  0.230
H -0.9522 -2.3909 -0.4094  0.000
H -0.4066 -1.9426 -0.6382  -0.002

Cartesian forces (eV/Å) of the 6 atoms listed first:
C 0.03 -0.07 0.04
C 0.09 0.05 -0.07
C -0.18 0.17 -0.01
O -0.15 0.03 0.09
C 0.27 -0.09 0.05
C 0.05 0.20 -0.02

## Properties
SMILES ... C/C=C\OC1C=C1.[H][H]
E ... -8427.2348 eV
Energy above the lowest of the compared OMol25 structures with the same formula, charge and spin ... 4.006 eV
LUMO level ... 1.16 eV

Record 6
DFT (wB97M-V/def2-TZVPD) results for a molecular structure, C6H10O.

Each line ends with the natural charge from an NBO analysis.
Geometry (Å):
C -1.9425 -0.3376 1.1487  -0.418
C -1.7510 0.7919 0.1736  -0.416
C -0.9614 -0.4726 0.0244  -0.259
C 0.5360 -0.4938 0.2073  0.114
C 1.3558 -0.4331 -1.0862  -0.447
C 2.1523 0.6411 -0.3431  -0.055
O 1.1468 0.7249 0.6830  -0.536
H -1.5627 -0.2088 2.1583  0.216
H -2.8537 -0.9263 1.0823  0.212
H -2.5364 1.0035 -0.5462  0.212
H -1.2032 1.6575 0.5323  0.231
H -1.2652 -1.1389 -0.7817  0.215
H 0.8349 -1.3281 0.8588  0.169
H 1.8678 -1.3415 -1.4111  0.209
H 0.7651 -0.0208 -1.9088  0.208
H 3.1102 0.2841 0.0605  0.166
H 2.3073 1.5985 -0.8521  0.178

Cartesian forces (eV/Å) of the 6 atoms listed first:
C -0.07 -0.09 0.17
C -0.03 0.19 -0.08
C 0.06 -0.09 -0.09
C -0.20 -0.32 -0.05
C 0.00 -0.01 -0.15
C 0.29 0.10 -0.14

## Properties
E ... -8429.6633 eV
Energy above the lowest of the compared OMol25 structures with the same formula, charge and spin ... 1.577 eV
LUMO level ... 1.21 eV

Record 7
DFT (wB97M-V/def2-TZVPD) results for a single C6H10O2 molecule at a distorted geometry.

Each line ends with the natural charge from an NBO analysis.
Geometry (Å):
C 1.9126 -1.0332 -0.1931  -0.632
C 1.3502 0.3711 0.1191  -0.438
C -0.0890 0.3469 0.0014  0.479
C -0.6917 1.7017 0.0890  -0.655
O -0.5217 -0.1750 -1.1362  -0.491
C -1.6721 -0.7914 -0.7175  0.010
C -1.6761 -1.0241 0.6038  0.039
O -0.5263 -0.4568 1.1836  -0.514
H 1.2186 -1.7132 0.4820  0.218
H 1.7240 -1.3510 -1.2223  0.223
H 2.9706 -1.3413 0.2628  0.224
H 1.8263 1.0957 -0.5821  0.215
H 1.5834 0.7978 1.1467  0.229
H -0.2455 2.4797 -0.7163  0.226
H -1.8522 1.7941 -0.2127  0.231
H -0.5213 2.0644 1.1408  0.222
H -2.4694 -1.1307 -1.3394  0.210
H -2.3203 -1.6346 1.0903  0.201

Cartesian forces (eV/Å) of the 6 atoms listed first:
C -0.11 -2.21 3.60
C 3.90 0.73 0.01
C 0.48 2.32 2.81
C -1.86 3.95 -0.56
O -1.59 -2.39 -2.59
C -1.09 -1.48 1.47

## Properties
SMILES ... CCC1(C)OC=CO1
E ... -10476.3560 eV
Energy above the lowest of the compared OMol25 structures with the same formula, charge and spin ... 2.814 eV
LUMO level ... 1.01 eV

no.,HOMO-LUMO gap (hartree)
1,0.3485
2,0.3897
3,0.3552
4,0.3855
5,0.3480
6,0.3978
7,0.3425